24
Properties=species:S:1:pos:R:3:forces:R:3:mulliken_charge:R:1 method="wB97M-V/def2-TZVPD" charge=+1 energy_ha=-405.0194 homo_energy_ev=-12.7351 e_lumo_ev=-3.072 orbital_gap_ev=9.7
C -1.13111 -0.92268 -2.11413 1.969 1.300 -2.594 -1.4568
C -0.62929 0.35665 -1.42667 0.785 -3.341 2.162 -0.1013
C 0.74649 -0.06715 -0.75627 1.275 3.714 0.101 -0.4501
C 1.82263 -0.08615 -1.88716 -0.209 -1.867 5.152 -0.3434
C 3.00539 -0.64273 -1.63586 -0.188 1.099 -4.841 -0.8698
N -1.60162 0.81860 -0.31468 -0.123 -0.916 2.164 -0.3739
H -1.01021 -1.72640 -1.50803 -0.062 -2.248 2.471 0.4732
H -2.08283 -0.92184 -2.51580 -2.277 0.412 -0.517 0.4486
H -0.53262 -1.34472 -3.00010 -0.214 1.549 1.066 0.3559
H -0.50035 1.21816 -2.00892 0.163 1.000 -1.105 0.3622
H 0.81702 -0.98688 -0.20247 -0.831 -0.471 0.066 0.4701
H 1.11201 0.75749 -0.00539 -0.951 -1.273 -1.179 0.2920
H 1.41663 0.35780 -2.70548 -0.050 0.746 -3.056 0.4788
H 3.61154 -0.75753 -2.56165 -0.012 0.305 0.795 0.2267
H 3.52228 -0.96065 -0.79978 0.019 -0.740 2.040 0.3514
H -1.31774 1.76212 -0.04093 -0.008 -0.028 0.082 0.3980
H -1.50682 0.29109 0.66609 -0.064 1.163 -2.579 0.3622
H -2.61359 0.87516 -0.55561 0.892 -0.298 -0.115 0.3578
H -0.22995 2.05262 2.81896 -0.581 0.298 -1.077 0.3073
H -0.21500 0.61656 3.04619 -1.785 0.964 -2.842 0.3627
O -0.56006 1.29815 2.28462 2.043 -1.258 3.528 -0.6464
H -0.44602 -0.77836 4.91621 -1.121 -0.688 -2.210 0.3415
H -1.54845 -1.42943 3.81402 1.978 1.317 0.891 0.3315
O -0.70858 -0.87103 3.93614 -0.648 -0.740 1.598 -0.6780



15
Properties=species:S:1:pos:R:3:forces:R:3:mulliken_charge:R:1 method="wB97M-V/def2-TZVPD" charge=0 energy_ha=-287.8191 homo_energy_ev=-9.7736 e_lumo_ev=0.885 orbital_gap_ev=10.7
C -1.25680 0.09871 0.95935 -0.057 0.006 0.047 -1.3371
C -0.19261 -0.32155 -0.05256 -0.086 -0.113 0.003 0.4916
C -0.73379 -0.32114 -1.48087 -0.020 0.006 -0.046 -1.3792
N 0.96875 0.55195 0.06345 0.081 0.002 0.115 -0.1713
C 2.15055 0.13626 0.59209 -0.006 -0.090 0.005 0.0106
O 2.41964 -1.00942 0.89515 -0.064 0.323 -0.106 -0.5576
H -2.12508 -0.56626 0.91462 0.120 0.078 0.004 0.3627
H -1.60632 1.11870 0.74960 0.048 -0.148 0.020 0.3356
H -0.85247 0.07750 1.97618 -0.067 -0.015 -0.140 0.3368
H 0.17970 -1.31901 0.19814 -0.090 0.121 -0.037 0.2882
H 0.03024 -0.64806 -2.19261 -0.092 0.046 0.124 0.3518
H -1.06709 0.68301 -1.77322 0.053 -0.128 0.058 0.3149
H -1.59472 -0.99361 -1.56267 0.135 0.094 0.018 0.3663
H 0.80596 1.54652 0.00568 0.128 -0.068 -0.059 0.2645
H 2.87403 0.96641 0.70767 -0.083 -0.112 -0.006 0.3223



14
Properties=species:S:1:pos:R:3:forces:R:3:mulliken_charge:R:1 method="wB97M-V/def2-TZVPD" charge=-1 energy_ha=-555.9653 homo_energy_ev=-2.1247 e_lumo_ev=4.024 orbital_gap_ev=6.1
C 0.20167 -0.49307 2.45926 -0.635 -0.840 -0.160 -0.8807
S 1.84332 -0.81438 1.74446 -0.025 -0.043 0.090 -0.7065
H -0.61988 -0.79315 1.78291 0.174 0.499 -0.314 0.1635
H 0.05933 0.54568 2.75245 -0.093 0.125 0.061 0.1971
H -0.06696 -1.14114 3.30611 0.522 0.239 0.333 0.2808
C -0.38012 -0.81559 -1.53463 -0.551 0.221 0.152 -0.7930
C -0.15162 0.65223 -1.72024 -0.922 0.242 0.111 -0.0134
C 0.09853 1.54727 -0.78524 0.535 -0.019 0.535 -0.5009
H -1.42663 -1.14154 -1.53714 -0.120 0.246 -0.654 0.2396
H -0.05959 -1.17405 -0.55421 0.782 0.173 -0.194 0.1435
H 0.16576 -1.24683 -2.37575 -0.099 -0.709 0.337 0.2659
H -0.25569 1.09745 -2.70220 0.549 -0.535 -0.587 0.2876
H 0.59368 2.45868 -1.10510 -0.686 0.450 0.274 0.2343
H -0.00179 1.31845 0.26932 0.569 -0.049 0.016 0.0821



74
Properties=species:S:1:pos:R:3:forces:R:3:mulliken_charge:R:1 method="wB97M-V/def2-TZVPD" spin_multiplicity=3 charge=-1 energy_ha=-5517.9373 homo_energy_ev="-3.5126 / -5.4605" e_lumo_ev="2.423 / 2.158" orbital_gap_ev="5.9 / 7.6"
Ti 0.24198 0.61032 -0.41235 0.846 0.704 -0.516 -0.2498
O -1.95412 -2.90793 0.53317 -0.379 -0.199 0.297 -0.5068
C -3.04620 -2.62717 1.39454 -0.704 0.196 -0.499 -0.5926
C -2.71972 -1.55224 2.43934 1.627 -1.959 -0.100 -0.9305
N -1.90299 -0.46558 1.93055 0.256 -0.327 0.870 1.3186
C -2.68775 0.43858 1.16144 0.447 0.405 -1.297 -0.5956
C -2.61137 0.15310 -0.37179 -1.608 0.767 0.366 0.4544
O -3.56908 0.22845 -1.11215 -0.204 -0.067 0.510 -0.7219
O -1.42049 -0.06861 -0.81151 0.234 -0.537 -0.132 -0.0381
C -1.19654 0.21514 3.00647 -0.354 -1.143 2.009 -1.2211
C 0.23883 0.60077 2.75190 0.588 0.659 -0.838 0.3503
O 0.99237 0.87784 3.68038 -0.529 -0.070 -0.404 -0.7344
O 0.56386 0.59083 1.49912 0.240 0.223 0.796 0.5050
H -1.31453 -2.18181 0.57625 -0.251 0.264 0.094 -0.1465
H -3.36871 -3.58547 1.87914 0.379 0.822 -0.171 0.4386
H -3.91741 -2.27975 0.81657 0.186 -0.135 -0.256 0.2813
H -2.13573 -2.12297 3.16107 0.327 0.361 0.269 0.3884
H -3.59706 -1.24554 2.95474 -1.165 0.552 0.382 0.3257
H -2.31174 1.44378 1.32859 0.336 0.274 -0.400 -0.0897
H -3.67959 0.50010 1.55104 -1.244 -0.204 -0.181 0.4986
H -1.06173 -0.52549 3.84256 -0.389 0.727 -0.551 0.4294
H -1.78472 1.06868 3.44016 0.561 -0.448 -0.333 0.2048
Br -2.15932 5.58928 4.84498 -0.027 0.236 0.723 -0.2411
C -1.48402 4.73152 3.31053 -1.928 0.877 0.350 0.2714
C -0.25551 4.17805 3.29191 1.476 -0.447 -1.479 -0.8362
C 0.16223 3.63665 2.05780 1.020 -1.141 1.450 0.2204
C -0.63775 3.56230 0.94775 1.106 -1.011 -0.128 -0.3401
C -1.88843 4.14599 1.06430 -0.441 -0.410 0.235 -0.2350
C -2.36183 4.69919 2.22411 0.111 0.893 0.189 -0.7980
N -0.12522 2.80424 -0.17874 -0.751 0.447 2.728 -0.0454
C -0.46871 3.32824 -1.30115 -2.230 2.911 -3.927 -0.1733
C -0.12411 2.73700 -2.54424 0.351 -0.001 -1.175 0.6642
C -0.43378 3.30762 -3.86548 1.244 -2.057 0.865 -1.2434
C 0.05427 2.69759 -4.99561 0.454 -0.170 -2.220 -0.2352
C 0.90474 1.55189 -4.88061 -0.303 -0.481 2.887 -0.9868
C 1.07829 0.95423 -3.59558 -0.353 2.883 -0.627 -0.2574
N 0.60468 1.56780 -2.44119 0.203 -1.342 -1.244 0.1812
H 0.46194 4.17780 4.10327 -0.391 -0.001 0.160 0.4661
H 1.07635 3.02734 2.06178 -0.170 0.635 -0.132 0.3222
H -2.64540 4.01714 0.36602 -0.880 -0.159 -1.898 0.4910
H -3.37470 5.18805 2.21310 1.237 -0.742 0.369 0.3272
H -1.13998 4.32786 -1.39667 1.686 -2.244 0.424 0.0705
H -1.00450 4.17716 -3.87873 -0.997 1.339 -0.194 0.4813
H -0.09984 2.98362 -6.15246 -0.031 0.045 3.076 0.1893
H 1.50077 1.20073 -5.69345 -0.099 -0.381 -0.522 0.4427
H 1.75203 0.10713 -3.49795 -0.333 0.007 0.275 0.4788
C -0.39058 -2.05411 -3.11664 0.239 -1.180 -1.132 -0.6767
Si 1.11554 -2.39737 -2.08673 1.399 -0.090 0.792 0.6103
C 0.68943 -4.00931 -1.10563 -0.519 0.657 0.231 -0.8248
C 2.66571 -2.72969 -3.27898 -0.005 1.593 1.402 -1.4536
C 1.61953 -0.98976 -0.86367 -0.216 -1.130 0.048 -0.3310
Si 2.43068 -1.69946 0.69807 -0.927 1.195 0.263 0.4198
C 3.61587 -3.09025 0.44852 1.092 -0.283 1.108 -1.4266
C 1.10532 -2.43959 1.89860 1.350 1.202 -0.502 -1.0945
C 3.54696 -0.39877 1.62099 0.019 -0.375 -1.546 -1.2647
H -1.00990 -1.45049 -2.51597 -0.816 1.187 0.361 -0.1147
H -1.04857 -2.91487 -3.39161 0.868 0.330 0.113 0.3848
H -0.03677 -1.55788 -4.03114 -0.552 0.127 0.159 0.2838
H 0.16708 -4.72543 -1.76396 0.561 0.066 0.098 0.4635
H -0.11051 -3.74071 -0.35704 0.970 -0.300 -0.677 0.1553
H 1.56046 -4.44633 -0.58092 -0.765 -0.008 -0.354 0.1918
H 2.43260 -3.54623 -3.87276 -0.407 -2.043 -1.092 0.4844
H 3.56516 -2.94754 -2.68943 -0.246 -0.182 0.090 0.2789
H 3.01837 -1.99062 -4.01631 -0.527 0.374 0.413 0.3757
H 2.24904 -0.30084 -1.43735 0.539 -0.126 -0.007 0.8790
H 3.33239 -3.90738 -0.17221 -0.415 -0.649 -0.320 0.4980
H 3.77895 -3.45541 1.49427 0.042 -0.026 -0.753 0.2469
H 4.58857 -2.78529 0.07511 0.246 0.331 -0.026 0.3525
H 0.79486 -1.66919 2.59070 -0.080 -0.145 0.314 0.1715
H 1.50866 -3.28369 2.39802 0.835 -0.635 0.970 0.6613
H 0.27697 -2.88403 1.43978 -1.369 -0.180 -0.914 0.3310
H 4.14906 -0.84535 2.40388 0.468 -0.426 -0.130 0.3768
H 3.04139 0.39810 2.14019 -0.448 0.424 -0.271 0.2322
H 4.19399 -0.00192 0.76929 -0.491 -0.260 1.262 0.2068